Density functional theory data (the ωB97M-V functional and the def2-TZVPD basis) for 2 unconnected molecules or ions with the total composition C2H9NS2.

- Relative energy (zero: lowest compared OMol25 entry of this formula, charge and spin): 76.6 kJ/mol
- Energy: -932.69489 hartree
- SMILES: CNC.SS

CARTESIAN COORDINATES (ANGSTROEM)
C: -1.77 1.59 3.42
N: -2.62 1.26 2.29
C: -1.86 1.05 1.07
H: -1.28 2.54 3.22
H: -0.94 0.88 3.57
H: -2.32 1.67 4.35
H: -3.21 0.47 2.47
H: -1.23 0.15 1.12
H: -2.54 1.04 0.22
H: -1.18 1.88 0.94
S: 1.87 -1.94 -1.54
S: 1.18 -0.04 -2.02
H: 1.35 -1.98 -0.31
H: 2.22 0.64 -1.52

Mulliken atomic charge list, values in e, 8 entries: -0.79, -0.36, -0.84, 0.28, 0.28, 0.31, 0.23, 0.31